(1)
{
  "formula": "C3H7N3S",
  "method": "the ωB97M-V functional and the def2-TZVPD basis",
  "symbols": ["C", "C", "C", "H", "H", "H", "H", "H", "H", "H", "N", "N", "N", "S"],
  "positions_angstrom": [[-1.220, 1.264, -0.278], [-0.028, 0.864, 0.627], [1.490, -0.754, -0.347], [-1.310, -1.595, 0.101], [-1.220, 2.261, -0.696], [0.089, 1.729, 1.354], [-0.316, -0.022, 1.187], [1.825, 1.311, -0.343], [2.418, -0.858, -0.884], [1.148, -2.626, -0.199], [-2.278, 0.631, -0.488], [1.192, 0.547, -0.105], [0.749, -1.734, 0.032], [-2.537, -1.017, 0.041]],
  "forces_ev_per_a": [[1.21, -0.03, 0.97], [-0.75, 1.05, -0.07], [-0.15, -0.38, 0.17], [0.18, 0.48, 0.03], [0.21, 0.40, -0.06], [0.29, -0.99, -0.89], [0.05, 0.07, 0.10], [-0.31, -0.85, 0.01], [0.44, -0.21, -0.22], [0.28, -0.25, -0.25], [-0.71, -1.61, -0.12], [-0.44, 0.72, 0.53], [0.19, 0.99, -0.01], [-0.47, 0.60, -0.20]],
  "total_charge": 0,
  "smiles": "[H]/N=C/NC/C=N\\S",
  "max_force_ev_per_a": 1.77,
  "energy_ha": -680.91645
}

=====

(2)
{
  "formula": "C19H28BN2O11",
  "method": "the ωB97M-V functional and the def2-TZVPD basis",
  "symbols": ["C", "C", "C", "C", "C", "C", "C", "O", "C", "O", "C", "C", "O", "O", "C", "C", "O", "C", "B", "O", "O", "C", "N", "C", "C", "O", "N", "C", "C", "H", "H", "H", "H", "H", "H", "H", "H", "H", "H", "H", "H", "H", "H", "H", "H", "H", "H", "H", "H", "H", "H", "H", "H", "H", "H", "H", "H", "C", "O", "O", "O"],
  "positions_angstrom": [[0.769, -3.208, 0.724], [0.615, -1.644, 0.796], [-0.705, -1.024, 0.592], [-2.007, -1.832, 0.346], [-2.564, -1.747, -1.122], [-1.582, -2.315, -2.234], [-1.431, -1.194, -3.357], [-0.195, -1.338, -4.130], [0.812, -0.826, -3.268], [1.168, 0.308, -3.434], [-0.788, 0.489, 0.658], [-2.104, 1.286, 0.460], [-2.508, 1.460, -0.679], [-2.769, 1.821, 1.545], [-3.716, 2.837, 1.163], [-3.083, 4.166, 0.623], [-2.112, 4.760, 1.507], [0.464, 1.297, 0.935], [0.533, 2.897, 1.029], [0.812, 3.743, -0.074], [0.343, 3.495, 2.300], [1.695, 0.563, 1.138], [1.786, -0.864, 1.061], [3.112, -1.435, 1.312], [4.121, -1.224, 0.099], [4.655, -2.180, -0.438], [4.412, 0.134, -0.306], [5.549, 0.698, 0.459], [4.600, 0.262, -1.770], [1.274, -3.426, -0.269], [-0.207, -3.747, 0.780], [1.391, -3.594, 1.588], [-2.801, -1.377, 1.017], [-1.958, -2.914, 0.631], [-2.901, -0.729, -1.446], [-3.490, -2.399, -1.148], [-2.099, -3.183, -2.748], [-0.602, -2.701, -1.847], [-1.445, -0.154, -2.909], [-2.320, -1.265, -4.042], [1.173, -1.522, -2.463], [-4.290, 3.103, 2.103], [-4.499, 2.454, 0.443], [-2.569, 3.969, -0.369], [-3.863, 4.958, 0.396], [-1.392, 5.048, 0.915], [1.269, 3.164, -0.720], [0.572, 2.769, 2.916], [2.624, 1.143, 1.371], [3.103, -2.493, 1.672], [3.558, -0.825, 2.165], [5.280, 0.666, 1.561], [6.524, 0.158, 0.291], [5.634, 1.800, 0.217], [5.668, 0.109, -2.109], [3.917, -0.482, -2.268], [4.228, 1.287, -2.076], [-5.411, -2.318, 2.651], [-5.241, -2.734, 3.810], [-4.658, -2.607, 1.662], [-6.353, -1.545, 2.291]],
  "forces_ev_per_a": [[0.54, 0.97, 0.04], [-2.55, 0.26, -0.26], [2.33, 1.05, 0.30], [-0.42, 0.99, 0.13], [-0.28, -1.11, -0.45], [-1.03, 0.34, -0.79], [-0.38, -0.26, 0.80], [0.54, 0.25, 1.73], [-0.99, 0.70, -1.46], [0.43, -1.11, 0.63], [1.26, -0.25, 1.11], [0.06, -0.53, -0.86], [0.25, 0.00, 1.03], [1.28, -0.09, -1.42], [-1.55, 1.36, 0.62], [0.32, 0.07, -1.30], [-0.15, -0.32, -0.82], [0.75, -3.43, -0.14], [-0.22, 1.15, 0.76], [0.16, -1.76, 1.14], [1.13, -1.40, -1.54], [-2.25, 1.17, -0.32], [-0.91, 0.69, -0.18], [1.03, 1.14, 0.49], [0.57, -0.95, 0.13], [-0.97, 0.91, 0.43], [0.27, -0.68, -0.01], [-0.62, 0.73, 0.96], [-0.53, 0.14, -0.49], [-0.40, -0.16, 1.21], [0.85, 0.78, -0.19], [-0.58, 0.39, -1.10], [0.79, -0.74, -0.62], [0.13, 1.11, -0.12], [0.45, -0.80, 0.69], [0.96, 0.85, 0.30], [0.81, 0.78, 0.65], [-0.83, 0.60, -0.23], [0.01, -1.12, -0.35], [1.13, 0.05, 0.40], [-0.24, 0.47, -0.67], [0.88, -0.54, -0.86], [1.14, 0.31, 0.59], [-0.67, -0.01, 1.02], [0.35, -1.22, 0.40], [-0.35, -0.17, 0.73], [-0.68, 0.57, 0.07], [-0.68, 0.63, -0.09], [-0.87, -1.04, -0.35], [-0.10, 0.95, -0.80], [-0.46, -0.69, -0.79], [0.48, -0.09, -1.16], [-0.87, 0.49, 0.02], [0.08, -1.29, 0.07], [-1.11, 0.07, 0.36], [0.89, 0.79, 0.38], [0.63, -1.09, 0.31], [-0.36, 0.43, -0.64], [0.18, -0.19, 0.41], [1.08, -0.56, -0.34], [-0.67, 0.41, 0.44]],
  "total_charge": -1,
  "max_force_ev_per_a": 3.51,
  "energy_ha": -1702.68658
}

=====

(3)
{
  "formula": "C4H6O2",
  "method": "the ωB97M-V functional and the def2-TZVPD basis",
  "symbols": ["O", "C", "C", "C", "O", "C", "H", "H", "H", "H", "H", "H"],
  "positions_angstrom": [[0.067, -0.662, -1.833], [-0.951, -0.929, -0.985], [-0.106, 0.525, 0.839], [1.354, 0.472, 0.673], [0.583, 1.414, -0.070], [-1.091, -0.403, 0.236], [0.454, 0.187, -1.541], [-1.668, -1.633, -1.399], [-0.435, 0.991, 1.767], [1.975, 0.933, 1.439], [1.830, -0.317, 0.092], [-2.011, -0.579, 0.783]],
  "forces_ev_per_a": [[0.01, 0.21, 0.01], [-0.22, -0.07, 0.20], [-0.14, 0.00, 0.15], [0.22, -0.15, 0.15], [-0.03, 0.17, -0.03], [0.09, -0.06, -0.17], [-0.02, -0.15, -0.11], [0.08, 0.13, 0.05], [-0.02, 0.17, -0.24], [-0.04, -0.16, -0.05], [-0.14, 0.08, 0.08], [0.21, -0.17, -0.02]],
  "total_charge": 0,
  "smiles": "O/C=C\\[C@H]1CO1",
  "max_force_ev_per_a": 0.30,
  "energy_ha": -306.42470
}

=====

(4)
{
  "formula": "CH3I2NS2",
  "method": "the ωB97M-V functional and the def2-TZVPD basis",
  "symbols": ["C", "N", "S", "S", "I", "I", "H", "H", "H"],
  "positions_angstrom": [[1.396, 0.152, -0.120], [0.053, -0.267, -0.532], [-1.201, -2.399, 0.743], [-1.016, 0.670, -1.043], [-3.071, -1.161, 0.293], [-1.338, 2.584, 0.519], [1.915, -0.845, 0.142], [2.004, 0.659, -0.860], [1.257, 0.607, 0.858]],
  "forces_ev_per_a": [[-0.07, -3.36, 1.40], [1.58, 0.22, -0.72], [-0.28, -0.31, 0.26], [-0.14, 1.28, -0.86], [-0.72, -0.78, 0.54], [-0.02, 0.16, 0.07], [-0.48, 1.52, -0.54], [-0.30, 0.44, -0.04], [0.43, 0.82, -0.12]],
  "total_charge": 0,
  "max_force_ev_per_a": 3.64,
  "energy_ha": -1486.30765,
  "spin_multiplicity": 3
}

=====

(5)
{
  "formula": "C2H5ClN2O",
  "method": "the ωB97M-V functional and the def2-TZVPD basis",
  "symbols": ["C", "C", "H", "H", "H", "H", "H", "N", "N", "O", "Cl"],
  "positions_angstrom": [[-0.316, 0.503, 0.081], [1.176, 0.727, 0.461], [-1.804, -1.699, -0.910], [0.487, -1.472, 0.151], [-1.953, 0.975, -0.620], [1.532, 0.856, 1.430], [1.702, 1.566, -0.180], [-0.444, -0.854, 0.308], [-0.984, 1.356, -0.459], [-1.766, -1.344, 0.010], [2.370, -0.614, -0.271]],
  "forces_ev_per_a": [[5.58, -4.18, 1.30], [2.36, 2.06, -4.52], [0.44, 0.49, 0.72], [-3.31, 1.54, 0.26], [1.09, 0.55, -0.03], [-0.12, -0.17, 1.81], [-1.86, -1.19, 1.46], [-0.55, -1.49, -0.31], [-3.92, 2.28, -1.09], [1.16, -0.45, -0.35], [-0.89, 0.56, 0.74]],
  "total_charge": 0,
  "smiles": "[H]/N=C(/CCl)NO",
  "max_force_ev_per_a": 7.09,
  "energy_ha": -724.03785
}

=====

(6)
{
  "formula": "C8H14OPSc",
  "method": "the ωB97M-V functional and the def2-TZVPD basis",
  "symbols": ["C", "C", "C", "C", "C", "Sc", "P", "H", "H", "H", "H", "H", "H", "H", "H", "C", "C", "C", "O", "H", "H", "H", "H", "H", "H"],
  "positions_angstrom": [[-0.096, 0.126, -3.082], [1.285, 0.255, -3.429], [1.879, -1.004, -3.125], [0.884, -1.988, -3.031], [-0.338, -1.297, -2.775], [-1.345, -0.690, 0.718], [-2.813, 1.306, 0.070], [-0.824, 0.927, -2.948], [1.792, 1.191, -3.719], [2.936, -1.201, -3.107], [-1.299, -1.708, -2.471], [1.001, -3.076, -2.993], [-4.141, 1.011, -0.393], [-2.663, 2.452, -0.871], [-3.125, 2.147, 1.183], [-0.408, -0.505, 3.371], [0.548, 0.185, 2.477], [1.808, 0.813, 2.888], [0.325, 0.157, 1.206], [-0.035, -0.380, 4.397], [-0.426, -1.610, 3.239], [-1.425, -0.057, 3.409], [2.657, 0.289, 2.429], [1.842, 1.870, 2.595], [1.981, 0.787, 3.963]],
  "forces_ev_per_a": [[0.66, -1.08, 0.35], [-1.22, 0.12, 1.72], [-0.05, -0.31, -1.93], [-0.16, 0.28, 1.94], [-0.11, 1.54, -0.28], [1.45, -0.45, -1.34], [-0.97, 2.06, -0.88], [0.12, -0.18, -0.39], [-0.26, -0.65, 0.39], [0.27, -0.10, -0.46], [-0.05, -0.14, -0.66], [0.16, 0.50, 0.24], [0.45, 0.07, 0.44], [0.23, -1.31, 0.79], [-0.15, -0.30, -0.34], [0.51, 0.09, 1.05], [0.43, 0.26, 1.52], [0.66, 0.20, 0.59], [-1.32, -0.35, -1.93], [-0.27, -0.12, -0.12], [-0.32, 0.14, -0.21], [-0.01, -0.30, -0.31], [-0.01, 0.23, -0.12], [0.12, -0.13, -0.16], [-0.15, -0.07, 0.10]],
  "total_charge": 0,
  "max_force_ev_per_a": 2.44,
  "energy_ha": -1490.29158
}

=====

(7)
{
  "formula": "C2H4NO3P",
  "method": "the ωB97M-V functional and the def2-TZVPD basis",
  "symbols": ["C", "C", "N", "O", "O", "O", "P", "H", "H", "H", "H"],
  "positions_angstrom": [[-0.896, -0.565, -0.800], [-0.991, 0.295, 0.453], [0.299, 0.079, 1.204], [-1.807, -0.967, -1.431], [0.358, -0.601, -1.178], [1.574, 1.614, -0.708], [1.322, 0.240, -0.188], [-0.745, 1.335, 0.166], [-1.959, 0.037, 0.967], [0.446, -0.790, 1.690], [2.399, -0.677, -0.176]],
  "forces_ev_per_a": [[-1.63, 1.80, 0.75], [0.24, -0.83, 1.09], [0.85, 0.64, -1.20], [-0.85, -0.94, -0.64], [1.75, -1.01, -1.45], [-0.11, -1.80, 1.10], [0.65, 1.34, 0.14], [-1.68, -0.09, -0.16], [1.27, 0.87, -0.17], [-0.29, -0.45, 0.08], [-0.20, 0.48, 0.46]],
  "total_charge": 0,
  "max_force_ev_per_a": 2.54,
  "energy_ha": -700.48033
}

=====

(8)
{
  "formula": "C21H51BFN2O3",
  "method": "the ωB97M-V functional and the def2-TZVPD basis",
  "symbols": ["C", "C", "C", "C", "B", "N", "C", "C", "N", "C", "C", "C", "F", "H", "H", "H", "H", "H", "H", "H", "H", "H", "H", "H", "H", "H", "H", "H", "H", "H", "H", "H", "H", "H", "C", "C", "O", "C", "C", "H", "H", "H", "H", "H", "H", "H", "H", "H", "H", "C", "C", "O", "C", "C", "H", "H", "H", "H", "H", "H", "H", "H", "H", "H", "C", "C", "O", "C", "C", "H", "H", "H", "H", "H", "H", "H", "H", "H", "H"],
  "positions_angstrom": [[1.542, 1.245, 2.127], [0.028, 1.567, 1.533], [-0.085, 1.025, -0.030], [-1.349, -0.001, -0.216], [-0.948, -1.579, -0.432], [-2.261, -2.364, -0.176], [0.048, -2.001, 0.804], [1.622, -2.198, 0.422], [2.289, -3.283, 1.006], [-0.461, -2.007, -1.928], [0.140, -0.842, -2.888], [1.798, -0.711, -2.868], [-0.181, -1.263, -4.305], [2.197, 2.212, 2.024], [1.505, 0.952, 3.271], [1.968, 0.371, 1.467], [-0.094, 2.742, 1.576], [-0.743, 1.062, 2.263], [0.893, 0.525, -0.429], [-0.303, 1.999, -0.681], [-2.127, 0.090, 0.681], [-1.946, 0.350, -1.180], [-3.050, -1.745, -0.526], [-2.397, -2.344, 0.878], [-0.356, -3.030, 1.239], [0.010, -1.246, 1.727], [2.287, -1.504, -0.245], [1.637, -3.830, 1.610], [0.325, -2.906, -1.941], [-1.417, -2.452, -2.489], [-0.324, 0.224, -2.778], [2.141, -0.380, -3.962], [2.196, 0.098, -2.123], [2.300, -1.760, -2.652], [0.364, -8.896, 4.018], [0.542, -7.829, 2.949], [1.078, -6.607, 3.449], [2.367, -6.681, 4.056], [3.449, -7.187, 3.116], [-0.286, -8.528, 4.821], [-0.082, -9.798, 3.587], [1.315, -9.180, 4.472], [-0.439, -7.591, 2.526], [1.153, -8.199, 2.120], [2.320, -7.286, 4.967], [2.622, -5.664, 4.372], [3.249, -8.204, 2.771], [4.420, -7.187, 3.620], [3.514, -6.548, 2.229], [0.618, 7.673, 1.335], [1.051, 6.373, 1.995], [1.379, 5.345, 1.063], [2.446, 5.625, 0.159], [3.767, 5.912, 0.853], [-0.246, 7.501, 0.681], [0.345, 8.413, 2.094], [1.412, 8.102, 0.721], [0.222, 5.995, 2.601], [1.885, 6.539, 2.684], [2.166, 6.443, -0.512], [2.563, 4.736, -0.470], [3.710, 6.796, 1.492], [4.556, 6.081, 0.114], [4.057, 5.067, 1.487], [-4.962, 4.379, -3.469], [-4.245, 3.230, -2.779], [-4.669, 1.945, -3.226], [-4.484, 1.662, -4.611], [-3.032, 1.731, -5.053], [-6.046, 4.296, -3.324], [-4.624, 5.338, -3.065], [-4.777, 4.388, -4.545], [-4.460, 3.276, -1.707], [-3.160, 3.326, -2.879], [-5.114, 2.320, -5.218], [-4.854, 0.644, -4.774], [-2.610, 2.729, -4.919], [-2.944, 1.468, -6.112], [-2.421, 1.036, -4.468]],
  "forces_ev_per_a": [[-0.51, 0.22, -0.18], [1.28, 0.04, 0.25], [-1.40, 1.14, 0.24], [-0.47, 1.93, -0.87], [-0.58, 0.39, 0.95], [-1.72, 0.46, 1.29], [1.85, -0.41, 1.17], [0.79, -4.28, 3.56], [-2.00, 4.20, -2.55], [0.67, -0.39, -2.62], [0.96, -0.83, -0.27], [-0.21, -0.16, -0.98], [0.53, 0.85, 1.74], [-1.05, -1.95, 0.12], [0.16, 0.48, -2.37], [-0.55, 1.71, 1.65], [-0.01, -2.41, -0.10], [1.32, 0.96, -1.75], [-1.71, 1.02, 1.03], [0.71, -2.00, 1.18], [1.74, 0.01, -1.67], [0.88, -0.46, 1.80], [1.01, -1.10, 0.46], [-0.05, -0.09, -1.60], [1.24, 1.80, -0.81], [0.12, -1.37, -1.89], [-1.55, -1.32, 1.25], [0.16, 0.80, -0.71], [-1.51, 1.84, 0.00], [1.99, 1.13, 1.05], [0.67, -2.10, -0.14], [-0.79, -0.65, 2.36], [-0.88, -1.59, -1.28], [-1.12, 2.20, -0.34], [-0.01, -0.01, 0.18], [0.04, 0.14, 0.12], [-0.04, -0.03, 0.05], [-0.08, 0.03, -0.16], [0.04, -0.01, -0.21], [0.07, -0.06, -0.17], [0.02, 0.13, 0.03], [0.00, -0.06, -0.06], [0.20, 0.22, 0.08], [0.06, -0.07, 0.02], [0.03, -0.10, 0.01], [-0.27, -0.10, -0.14], [0.05, -0.01, 0.10], [-0.11, 0.02, -0.04], [-0.01, -0.03, 0.17], [-0.07, 0.06, -0.15], [-0.01, -0.09, -0.21], [-0.03, 0.03, 0.04], [-0.06, -0.08, 0.12], [0.09, -0.01, 0.16], [0.13, 0.01, 0.16], [0.01, -0.11, -0.07], [0.02, 0.04, 0.07], [0.14, -0.19, -0.19], [0.07, 0.09, 0.00], [0.05, 0.08, 0.02], [-0.24, 0.05, 0.22], [0.03, 0.03, -0.09], [-0.10, -0.04, 0.07], [-0.05, 0.09, -0.14], [-0.15, 0.03, -0.10], [-0.07, -0.15, -0.09], [-0.11, 0.07, 0.02], [0.14, 0.00, 0.14], [0.17, -0.03, 0.10], [0.18, 0.02, 0.02], [-0.04, -0.12, -0.01], [0.06, 0.05, 0.02], [-0.01, -0.26, -0.15], [0.02, 0.04, -0.06], [0.02, 0.09, -0.05], [0.00, 0.16, 0.27], [-0.05, 0.00, -0.09], [-0.02, 0.00, 0.13], [-0.11, 0.04, -0.13]],
  "total_charge": -1,
  "max_force_ev_per_a": 5.63,
  "energy_ha": -1290.51705
}